(1)
{"formula": "C18H46N4O7S3", "method": "ωB97M-V/def2-TZVPD", "total_charge": 1, "spin_multiplicity": 2, "e_tot_ha": -2653.308138, "homo_energy_ev": [-11.01, -11.01], "mol_weight_g_mol": 526.79, "elements": ["C", "C", "O", "N", "C", "H", "H", "H", "H", "H", "H", "H", "C", "C", "O", "N", "C", "H", "H", "H", "H", "H", "H", "H", "C", "C", "O", "N", "C", "H", "H", "H", "H", "H", "H", "H", "C", "C", "O", "N", "C", "H", "H", "H", "H", "H", "H", "H", "C", "S", "O", "C", "H", "H", "H", "H", "H", "H", "C", "S", "O", "C", "H", "H", "H", "H", "H", "H", "C", "S", "O", "C", "H", "H", "H", "H", "H", "H"], "positions_angstrom": [[2.52011, 3.38786, -1.79980], [1.07062, 3.71262, -1.48292], [0.37671, 4.36505, -2.23862], [0.55300, 3.15244, -0.34545], [-0.81997, 3.29195, 0.10654], [3.14207, 4.27461, -1.67754], [2.57980, 3.14633, -2.86102], [2.82437, 2.56599, -1.15168], [1.14143, 2.67076, 0.31926], [-1.45340, 3.91967, -0.52023], [-0.80222, 3.68913, 1.12144], [-1.20754, 2.27662, 0.02294], [4.18193, 1.37136, 0.77492], [3.22019, 1.57134, 1.96228], [1.99562, 1.81198, 1.66915], [3.77547, 1.23832, 3.10607], [3.29725, 1.65289, 4.40327], [4.61873, 2.31025, 0.43464], [3.73088, 0.88205, -0.08835], [4.95645, 0.63225, 0.97968], [4.55505, 0.59960, 3.03982], [4.05220, 2.33470, 4.79478], [3.18066, 0.78271, 5.04924], [2.31899, 2.12602, 4.31797], [-2.15089, 2.53935, -3.19888], [-3.44652, 1.82597, -3.38807], [-4.45875, 2.39159, -3.77329], [-3.47635, 0.51654, -3.24054], [-4.72454, -0.25924, -3.42316], [-2.31776, 3.46584, -2.64944], [-1.81746, 2.76862, -4.21099], [-1.41634, 1.97330, -2.62608], [-2.68655, -0.00385, -2.88627], [-5.59901, 0.33010, -3.14734], [-4.77881, -1.06600, -2.69221], [-4.65560, -0.68701, -4.42334], [-0.24044, -1.22716, 4.59419], [-1.49334, -1.34157, 3.76196], [-2.41798, -0.53281, 3.86479], [-1.44929, -2.29149, 2.77792], [-2.51408, -2.47267, 1.79470], [0.24888, -2.19866, 4.66386], [-0.54245, -0.78950, 5.54568], [0.42114, -0.47964, 4.15644], [-0.62975, -2.87606, 2.69591], [-3.04665, -3.42302, 1.83072], [-2.14650, -2.46061, 0.76862], [-3.20723, -1.63820, 1.90103], [0.75887, -0.89506, 0.16684], [-0.23299, -1.37924, -1.25992], [-1.42136, -0.45089, -1.28102], [1.01569, -0.81784, -2.50495], [0.82110, 0.19304, 0.15057], [1.78564, -1.25856, 0.12552], [0.34756, -1.08018, 1.15913], [0.52735, -0.83350, -3.47930], [1.88628, -1.47368, -2.49775], [1.46835, 0.14735, -2.27780], [5.73235, -4.90526, -2.06791], [5.46981, -3.07408, -1.89017], [4.12484, -2.99858, -2.62366], [4.84300, -3.14744, -0.11639], [5.99422, -5.22835, -3.07545], [4.80466, -5.44224, -1.87008], [6.46274, -5.27443, -1.34796], [5.46248, -3.78008, 0.51931], [3.80632, -3.47995, -0.16950], [4.89826, -2.15997, 0.34181], [-6.28258, -1.24141, 0.84367], [-6.09339, 0.42026, 0.05140], [-6.52922, 1.38892, 1.12891], [-4.27473, 0.45917, 0.14064], [-5.78993, -1.40385, 1.80232], [-5.76640, -1.94950, 0.19540], [-7.33196, -1.52474, 0.92506], [-3.89234, -0.22015, -0.62120], [-4.01390, 0.20734, 1.16857], [-3.84262, 1.37230, -0.26873]]}

***

(2)
{"formula": "C6H14", "method": "ωB97M-V/def2-TZVPD", "e_tot_ha": -237.007231, "smiles": "CCC(C)CC", "homo_energy_ev": -10.94, "relative_energy_ev": 0.1136, "mol_weight_g_mol": 86.18, "elements": ["C", "C", "C", "C", "C", "C", "H", "H", "H", "H", "H", "H", "H", "H", "H", "H", "H", "H", "H", "H"], "positions_angstrom": [[2.57063, 0.06655, -0.18511], [1.28563, -0.74683, -0.03184], [0.00178, 0.03968, 0.30848], [-0.06735, 1.41876, -0.35107], [-1.21624, -0.82587, -0.04878], [-2.55661, -0.28075, 0.43845], [2.78280, 0.67942, 0.69921], [3.42375, -0.60360, -0.33704], [2.52532, 0.73690, -1.05088], [1.11943, -1.31084, -0.96159], [1.43329, -1.50343, 0.75200], [-0.01720, 0.20210, 1.39821], [-0.96494, 1.96178, -0.03504], [0.79469, 2.03636, -0.07734], [-0.09074, 1.33935, -1.44585], [-1.06142, -1.83061, 0.36916], [-1.24612, -0.95406, -1.14155], [-2.81721, 0.66078, -0.05712], [-3.36566, -0.99158, 0.23871], [-2.53382, -0.09412, 1.51899]]}

***

(3)
{"formula": "C18H51BClNO9PS6", "method": "ωB97M-V/def2-TZVPD", "total_charge": 1, "e_tot_ha": -4663.613736, "homo_energy_ev": -10.67, "mol_weight_g_mol": 695.24, "elements": ["C", "O", "B", "O", "C", "C", "C", "C", "C", "N", "P", "O", "Cl", "H", "H", "H", "H", "H", "H", "H", "H", "H", "H", "H", "H", "H", "H", "H", "C", "S", "O", "C", "H", "H", "H", "H", "H", "H", "C", "S", "O", "C", "H", "H", "H", "H", "H", "H", "C", "S", "O", "C", "H", "H", "H", "H", "H", "H", "C", "S", "O", "C", "H", "H", "H", "H", "H", "H", "C", "S", "O", "C", "H", "H", "H", "H", "H", "H", "C", "S", "O", "C", "H", "H", "H", "H", "H", "H"], "positions_angstrom": [[-3.42908, 1.12636, 0.41588], [-2.07437, 1.49903, 0.72882], [-1.10142, 0.58467, 0.92485], [0.19874, 0.84643, 0.60325], [-1.35238, -0.78450, 1.71805], [-0.90138, -0.51994, 3.17919], [-0.48639, -1.80186, 3.90776], [-1.32900, -2.96385, 3.40078], [-1.07216, -3.24017, 1.91752], [-0.59235, -1.99615, 1.19848], [-0.81049, -2.13225, -0.67847], [-0.80307, -3.70929, -0.88578], [1.11385, -1.66585, -1.12961], [-3.78544, 1.82550, -0.33138], [-4.05490, 1.20497, 1.30500], [-3.48670, 0.11709, 0.01050], [0.32497, 1.72134, 0.21272], [-2.40178, -1.08502, 1.69975], [-1.73948, -0.06880, 3.71102], [-0.08805, 0.20680, 3.20021], [-0.64727, -1.66402, 4.97652], [0.58245, -2.00404, 3.77895], [-1.14439, -3.88143, 3.95956], [-2.38344, -2.71639, 3.54619], [-0.30968, -4.00564, 1.77271], [-1.98847, -3.55698, 1.41957], [0.40015, -1.86645, 1.40317], [-0.07583, -4.24915, -0.53425], [-2.43361, 6.15513, -1.05754], [-3.15035, 5.01814, 0.13279], [-4.58006, 4.82588, -0.22846], [-3.10747, 6.15927, 1.52065], [-2.43227, 5.65611, -2.02443], [-3.04226, 7.05766, -1.10555], [-1.41218, 6.38961, -0.75911], [-3.64670, 7.06864, 1.25712], [-2.07018, 6.38274, 1.77076], [-3.59967, 5.66879, 2.35879], [-1.01602, 4.10946, 6.17608], [-1.73295, 2.70150, 5.32990], [-0.89835, 1.51169, 5.66269], [-1.22756, 3.15840, 3.66919], [-1.18200, 3.96083, 7.24100], [0.05233, 4.14902, 5.96552], [-1.51805, 5.01982, 5.84910], [-0.14151, 3.26058, 3.66049], [-1.70183, 4.08798, 3.35394], [-1.53868, 2.35942, 3.00413], [2.15100, -5.57371, -3.07615], [0.69836, -6.42162, -2.45727], [0.99325, -7.87187, -2.45317], [-0.35553, -6.09617, -3.87387], [2.94802, -5.70262, -2.34730], [2.45245, -6.01201, -4.02702], [1.94244, -4.51105, -3.20103], [0.12321, -6.50231, -4.76425], [-0.51502, -5.02222, -3.97103], [-1.30410, -6.59853, -3.69698], [-6.40739, 2.44015, -0.90677], [-6.93995, 1.02901, 0.05090], [-5.94273, -0.04712, -0.24112], [-8.41881, 0.64741, -0.88727], [-5.46679, 2.76543, -0.47953], [-6.27267, 2.14025, -1.94628], [-7.11786, 3.26160, -0.82282], [-8.14449, 0.47021, -1.92681], [-9.11921, 1.47768, -0.80254], [-8.85604, -0.25065, -0.45630], [5.65440, -1.02017, -3.84983], [4.06842, -1.81480, -3.62361], [4.24799, -3.26789, -3.88690], [3.28662, -1.11838, -5.08280], [6.32635, -1.36649, -3.06855], [6.05612, -1.29312, -4.82528], [5.54012, 0.06040, -3.76888], [3.86912, -1.39590, -5.96077], [3.22770, -0.03486, -4.98171], [2.28573, -1.54002, -5.15199], [8.18592, -0.60979, -0.48647], [8.85557, 0.84751, -1.30095], [8.37988, 0.79407, -2.70950], [10.56223, 0.29218, -1.30365], [7.10635, -0.48172, -0.43215], [8.43279, -1.49266, -1.07614], [8.59742, -0.68800, 0.51959], [10.62824, -0.65376, -1.84025], [10.91045, 0.18688, -0.27649], [11.14719, 1.05355, -1.81510]]}